113
Properties=species:S:1:pos:R:3:forces:R:3 method="wB97M-V/def2-TZVPD" lumo_ev=-2.496 total_charge=+1 e_tot_ev=-105925.9650 homo_ha=-0.3651 mol_weight_g_mol=1118.4
Tl 0.6319 0.0580 -0.0084 0.624 -0.043 0.082
C -2.9066 -4.2937 -3.6172 -0.019 -0.006 0.008
C -1.9878 -4.7241 -2.6721 0.077 -0.083 -0.047
C -1.6382 -3.9007 -1.6181 -0.058 0.069 0.048
C -2.2265 -2.6441 -1.4938 0.328 0.218 -0.079
C -3.1354 -2.2065 -2.4537 0.040 -0.023 0.100
C -3.4769 -3.0358 -3.5066 -0.012 -0.058 -0.126
P -1.6140 -1.5347 -0.1904 -0.178 -0.236 0.492
C -1.4596 -2.6358 1.2648 0.168 0.231 -0.214
C -0.1453 -3.0263 1.5265 -0.032 0.067 -0.145
C 0.1341 -3.9576 2.5084 0.064 -0.110 0.104
C -0.9012 -4.4954 3.2562 0.065 0.030 0.003
C -2.2031 -4.0771 3.0343 -0.107 -0.022 0.033
C -2.4892 -3.1516 2.0443 0.091 -0.027 -0.043
C -3.0276 -0.3998 0.0726 0.277 0.034 -0.053
C -4.2952 -0.9640 0.2088 -0.010 -0.061 0.040
C -5.4098 -0.1749 0.4186 -0.009 -0.015 0.026
C -5.2709 1.2024 0.4690 0.011 0.059 -0.022
C -4.0218 1.7731 0.2989 0.176 0.020 -0.016
C -2.8765 0.9988 0.1018 0.679 0.026 -0.211
Si -1.1752 1.9043 -0.0024 0.553 -0.453 0.223
C -0.9266 2.8294 1.6572 0.084 -0.259 -0.574
C -1.3478 4.1516 1.7748 -0.084 0.041 -0.058
C -1.0099 4.9348 2.8627 -0.044 0.026 0.029
C -0.2763 4.3839 3.9004 -0.033 0.040 0.060
C 0.0683 3.0454 3.8570 0.031 0.051 -0.058
C -0.2313 2.2677 2.7423 0.149 -0.146 -0.125
P 0.1913 0.4789 2.7992 -0.008 0.331 0.532
C -0.7369 0.0062 4.2949 0.063 -0.249 -0.291
C -0.1765 -0.0311 5.5657 0.011 0.010 -0.122
C -0.9589 -0.3931 6.6472 0.021 -0.022 0.132
C -2.2908 -0.7286 6.4667 -0.030 0.014 0.013
C -2.8480 -0.7013 5.1972 -0.088 -0.007 0.071
C -2.0737 -0.3365 4.1120 0.085 0.014 -0.007
C 1.9401 0.3864 3.3076 -0.113 -0.006 -0.215
C 2.3932 -0.8991 3.6141 -0.120 0.067 0.004
C 3.7338 -1.1345 3.8403 0.038 -0.111 0.006
C 4.6413 -0.0878 3.7660 0.024 0.088 -0.001
C 4.1991 1.1862 3.4522 0.137 -0.018 -0.001
C 2.8570 1.4269 3.2040 -0.230 -0.112 0.150
C -0.6364 2.8915 -1.5671 -0.193 -0.265 0.393
C -0.7031 4.2836 -1.5895 -0.117 0.024 0.117
C -0.0620 5.0342 -2.5591 -0.003 0.057 -0.049
C 0.6323 4.4005 -3.5757 -0.026 0.038 -0.043
C 0.6458 3.0186 -3.6279 0.052 0.058 0.092
C 0.0469 2.2630 -2.6258 0.093 -0.136 0.122
P 0.0543 0.4347 -2.7965 0.052 0.422 -0.634
C -0.8869 0.3758 -4.3561 0.002 -0.250 0.187
C -2.2576 0.5875 -4.2446 0.096 -0.049 -0.063
C -3.0511 0.5832 -5.3748 -0.092 0.038 0.004
C -2.4780 0.3718 -6.6196 -0.017 0.026 -0.069
C -1.1128 0.1707 -6.7288 -0.016 -0.035 -0.164
C -0.3121 0.1660 -5.6010 -0.012 -0.001 0.137
C 1.7503 -0.0430 -3.2856 -0.146 -0.036 0.153
C 1.8740 -1.3763 -3.6857 -0.095 0.099 0.075
C 3.1152 -1.9144 -3.9631 0.033 -0.111 0.001
C 4.2524 -1.1324 -3.8273 0.004 0.058 -0.018
C 4.1390 0.1811 -3.4055 0.135 0.007 -0.002
C 2.8975 0.7278 -3.1235 -0.250 -0.007 -0.178
H -3.1766 -4.9395 -4.4391 -0.019 -0.042 -0.069
H -1.5322 -5.6990 -2.7631 0.005 -0.085 0.000
H -0.9157 -4.2295 -0.8822 0.015 -0.077 0.000
H -3.5891 -1.2291 -2.3753 0.008 0.028 -0.010
H -4.1815 -2.6950 -4.2508 -0.065 0.030 -0.042
H 0.6665 -2.6004 0.9351 -0.074 -0.165 0.138
H 1.1540 -4.2684 2.6842 0.069 -0.024 0.023
H -0.6923 -5.2377 4.0115 0.009 -0.035 0.091
H -3.0055 -4.4853 3.6305 -0.070 -0.014 0.058
H -3.5113 -2.8398 1.8944 -0.066 0.008 -0.041
H -4.4063 -2.0364 0.1249 -0.068 -0.035 -0.008
H -6.3808 -0.6321 0.5371 -0.076 -0.030 -0.004
H -6.1342 1.8306 0.6319 -0.054 0.051 0.001
H -3.9250 2.8472 0.3292 -0.067 0.223 0.032
H -1.9549 4.5783 0.9926 -0.056 0.190 -0.063
H -1.3155 5.9709 2.8943 -0.031 0.043 0.044
H 0.0082 4.9916 4.7461 -0.003 0.026 0.100
H 0.5930 2.5979 4.6911 0.014 0.009 0.052
H 0.8668 0.2143 5.7062 0.064 0.013 0.039
H -0.5224 -0.4179 7.6343 0.019 -0.006 0.100
H -2.8937 -1.0101 7.3172 -0.050 -0.038 0.051
H -3.8838 -0.9717 5.0571 -0.107 -0.008 -0.024
H -2.4982 -0.3181 3.1151 -0.067 -0.009 -0.047
H 1.6741 -1.7086 3.6722 0.031 -0.084 0.005
H 4.0781 -2.1352 4.0600 0.009 -0.048 0.069
H 5.6900 -0.2675 3.9515 0.078 0.001 -0.009
H 4.9075 1.9978 3.3854 0.080 0.092 -0.008
H 2.5292 2.4214 2.9362 -0.030 0.074 -0.009
H -1.2493 4.8002 -0.8194 0.003 0.151 0.074
H -0.1025 6.1136 -2.5142 -0.014 0.036 -0.018
H 1.1492 4.9779 -4.3277 0.000 0.042 -0.084
H 1.1460 2.5120 -4.4435 0.002 0.023 -0.052
H -2.6891 0.7635 -3.2666 -0.090 0.023 0.048
H -4.1150 0.7414 -5.2873 -0.124 0.043 -0.005
H -3.0942 0.3743 -7.5059 -0.061 -0.019 -0.069
H -0.6621 0.0128 -7.6963 0.013 -0.013 -0.131
H 0.7521 0.0021 -5.6887 0.061 -0.013 -0.044
H 0.9798 -1.9841 -3.7768 0.016 -0.081 -0.024
H 3.2001 -2.9459 -4.2723 -0.005 -0.065 -0.057
H 5.2239 -1.5466 -4.0504 0.093 -0.037 0.002
H 5.0261 0.7849 -3.2873 0.092 0.070 0.014
H 2.8287 1.7520 -2.7842 -0.013 0.040 0.007
N 8.1891 0.7526 -0.0024 0.475 0.086 0.007
C 7.0662 0.5290 -0.0285 0.398 0.057 -0.017
C 5.6759 0.2659 -0.0492 -0.808 -0.100 -0.059
C 4.7728 1.3240 0.0203 0.091 -0.045 -0.068
C 3.4201 1.0538 0.0362 -0.165 0.139 -0.036
C 2.9413 -0.2531 -0.0351 -1.380 0.587 0.080
C 3.8475 -1.2975 -0.1398 -0.448 -0.254 0.027
C 5.2100 -1.0431 -0.1410 -0.035 0.060 0.008
H 5.1285 2.3441 0.0447 0.070 0.038 0.083
H 2.7219 1.8904 0.0875 0.208 -0.068 0.020
H 3.5067 -2.3201 -0.2226 -0.019 -0.067 -0.004
H 5.9164 -1.8579 -0.2181 0.018 -0.024 0.019

=====

103
Properties=species:S:1:pos:R:3:forces:R:3 method="wB97M-V/def2-TZVPD" lumo_ev="-8.238 / -8.206" total_charge=+3 e_tot_ev=-88710.4546 multiplicity=6 homo_ha="-0.6033 / -0.6033" mol_weight_g_mol=838.5
Dy 0.8856 -1.2169 -0.0063 -0.529 -0.469 0.311
C 2.9023 1.2492 -2.1976 0.042 -0.037 -0.018
C 2.9700 -0.1497 -2.7424 -0.083 0.142 -0.018
C 3.3908 -0.3844 -4.0493 -0.013 -0.124 -0.011
C 3.5334 -1.6857 -4.4929 -0.002 0.088 0.025
C 3.3399 -2.7298 -3.5972 -0.074 -0.078 0.014
C 2.9497 -2.4320 -2.3059 0.030 0.273 -0.148
N 2.6865 -1.1609 -1.9074 -0.184 -0.097 0.025
C 3.0142 -3.4116 -1.1920 0.041 -0.126 0.105
C 3.6797 -4.6289 -1.2623 -0.105 -0.009 -0.086
C 3.9269 -5.3178 -0.0843 -0.001 0.029 0.005
C 3.6126 -4.7316 1.1345 -0.078 0.016 0.049
C 2.9638 -3.5051 1.1273 0.088 -0.094 -0.089
N 2.5946 -2.9260 -0.0197 0.136 -0.125 0.021
C 2.8542 -2.6127 2.3105 0.107 0.249 0.201
C 3.2008 -3.0017 3.5893 -0.084 -0.121 -0.103
C 3.3782 -2.0238 4.5645 -0.010 0.100 0.002
C 3.2658 -0.6969 4.2075 0.008 -0.067 0.003
C 2.8842 -0.3683 2.9047 -0.168 0.052 -0.023
C 2.8489 1.0657 2.4661 0.166 -0.058 0.044
N 2.6077 -1.3120 1.9968 -0.111 -0.013 -0.058
H 3.3444 1.9510 -2.9009 -0.002 0.022 0.016
H 3.4711 1.2999 -1.2675 -0.001 0.026 0.008
H 1.8820 1.5742 -1.9962 0.064 0.002 -0.013
H 3.6164 0.4466 -4.7028 0.010 0.026 0.032
H 3.8448 -1.8856 -5.5097 -0.014 -0.025 0.006
H 3.5129 -3.7495 -3.9104 0.009 -0.001 0.042
H 4.0446 -5.0118 -2.2042 -0.016 -0.014 0.009
H 4.4421 -6.2689 -0.1098 -0.007 -0.002 -0.006
H 3.9134 -5.2043 2.0585 0.023 0.021 -0.010
H 3.3639 -4.0430 3.8304 0.015 0.012 -0.019
H 3.6521 -2.3022 5.5735 -0.002 -0.006 -0.003
H 3.4779 0.0916 4.9170 0.013 -0.003 -0.005
H 2.3745 1.7119 3.2039 -0.028 -0.013 -0.023
H 2.3526 1.1802 1.5040 0.031 0.053 0.018
H 3.8812 1.4069 2.3577 -0.013 0.039 -0.027
C -2.6118 -2.4141 0.9628 0.244 -0.059 0.094
C -1.5997 -2.7794 2.0398 -0.180 0.131 -0.216
N -0.2735 -3.1226 1.4790 0.350 0.123 -0.006
C -0.2104 -4.4765 0.8796 -0.051 -0.020 -0.150
C -0.7846 -4.6122 -0.5282 0.088 0.151 0.007
S -0.3557 -3.2737 -1.7058 -0.025 -0.046 -0.041
C -2.0106 -2.6924 -2.2009 0.129 0.074 0.072
C -2.6339 -1.5772 -1.3378 0.075 -0.027 -0.035
N -2.0302 -1.4628 -0.0028 0.063 0.175 0.007
H -2.9462 -3.3043 0.4339 0.008 0.026 -0.030
H -3.4979 -1.9995 1.4486 -0.049 -0.026 -0.034
H -1.4616 -1.9230 2.7021 0.016 -0.024 0.041
H -1.9975 -3.6052 2.6360 0.044 0.013 0.066
H 0.3461 -3.1685 2.2856 0.033 -0.019 0.000
H 0.8351 -4.7753 0.8601 0.002 -0.003 0.015
H -0.7370 -5.1990 1.5118 0.025 0.007 0.041
H -0.4138 -5.5384 -0.9639 -0.017 -0.026 0.015
H -1.8682 -4.6748 -0.5198 0.004 -0.037 -0.040
H -1.8916 -2.3485 -3.2278 -0.063 -0.022 -0.014
H -2.6369 -3.5815 -2.2435 0.013 -0.019 -0.017
H -2.5083 -0.6219 -1.8446 -0.006 -0.008 0.022
H -3.7096 -1.7631 -1.2715 -0.018 0.040 -0.005
H -2.2404 -0.5303 0.3355 0.006 0.029 -0.005
C -3.2661 2.9709 4.4263 0.058 0.010 -0.067
C -2.1440 3.6485 3.6159 -0.099 0.080 0.116
C -1.1172 4.2713 4.5797 -0.016 -0.027 -0.074
C -2.7519 4.7519 2.7497 0.051 -0.065 0.016
C -1.4499 2.5881 2.7880 0.087 -0.118 -0.045
C -0.8153 1.5040 3.4040 -0.027 0.020 -0.047
C -0.1823 0.5590 2.6329 -0.044 -0.037 0.056
N -0.1358 0.5926 1.2915 -0.028 0.069 0.045
C -0.7645 1.6152 0.6750 0.048 -0.056 0.098
C -1.4074 2.6105 1.3939 -0.048 0.080 0.042
C -0.7804 1.5711 -0.8124 -0.001 -0.028 -0.104
C -1.4062 2.5340 -1.5815 -0.033 0.058 0.018
C -1.4739 2.4269 -2.9751 0.072 -0.175 0.024
C -0.8866 1.2901 -3.5321 -0.021 0.062 0.020
C -0.2592 0.3792 -2.7091 0.046 -0.115 -0.036
N -0.1864 0.4977 -1.3780 0.038 0.019 -0.103
C -2.1571 3.4991 -3.7957 -0.077 0.161 -0.066
C -3.6234 3.6141 -3.3410 0.063 -0.035 -0.012
C -1.4316 4.8351 -3.5479 -0.010 -0.078 -0.023
C -2.1248 3.1865 -5.2928 0.028 -0.010 0.084
H -3.7769 3.7211 5.0292 -0.003 -0.004 -0.001
H -2.8776 2.2100 5.1040 -0.009 0.000 0.011
H -4.0019 2.5072 3.7664 -0.011 0.007 0.021
H -1.6029 5.0513 5.1650 0.003 -0.005 0.007
H -0.2885 4.7256 4.0335 0.000 0.008 0.018
H -0.7159 3.5368 5.2786 0.013 0.007 0.007
H -3.2267 5.4911 3.3929 -0.004 0.001 -0.004
H -3.5219 4.3608 2.0809 -0.003 0.036 -0.017
H -1.9899 5.2712 2.1641 -0.028 0.019 -0.014
H -0.8101 1.3967 4.4796 -0.001 0.000 0.007
H 0.3252 -0.2730 3.1088 -0.023 0.008 0.002
H -1.8985 3.4196 0.8759 0.034 -0.042 -0.018
H -1.8609 3.3916 -1.1079 0.020 -0.027 0.006
H -0.9052 1.1109 -4.5970 0.008 0.012 0.001
H 0.2211 -0.4959 -3.1377 0.004 0.017 -0.016
H -3.7085 3.9047 -2.2927 -0.013 -0.001 -0.005
H -4.1552 2.6722 -3.4880 -0.017 0.014 0.008
H -4.1217 4.3784 -3.9364 -0.010 0.003 0.012
H -1.4833 5.1440 -2.5028 0.008 0.011 -0.008
H -1.9034 5.6128 -4.1476 0.002 0.012 0.015
H -0.3826 4.7715 -3.8427 -0.002 0.025 0.011
H -2.6600 2.2640 -5.5267 0.019 -0.001 -0.022
H -1.1021 3.1165 -5.6690 -0.014 -0.015 -0.024
H -2.6145 3.9928 -5.8365 -0.007 -0.003 0.001

=====

19
Properties=species:S:1:pos:R:3:forces:R:3 method="wB97M-V/def2-TZVPD" lumo_ev="-3.268 / -7.904" total_charge=+1 e_tot_ev=-9927.1251 multiplicity=2 homo_ha="-0.5294 / -0.5274" mol_weight_g_mol=113.2
C -1.0629 -1.4959 -1.0870 -2.074 3.751 -3.189
N -0.3101 -0.2537 -0.6944 1.914 -3.091 2.960
C 1.1303 -0.3423 -0.8982 0.293 -1.548 -3.153
C 1.8310 0.3524 0.2461 0.402 2.330 -1.063
C 0.7283 0.8081 1.2687 1.471 1.510 -0.116
C -0.5233 0.2681 0.6825 -1.914 -0.371 -0.419
C -1.7868 1.1271 0.6908 -0.527 2.317 -1.147
O -2.8636 0.9410 1.1545 0.145 -1.402 0.765
H -0.8824 -2.4159 -0.5842 1.083 -0.444 0.701
H -0.7784 -1.5141 -2.2512 -1.309 -0.593 2.531
H -2.1558 -1.2073 -0.8277 1.517 -0.778 -1.130
H 1.2262 0.0412 -2.0307 0.422 -0.289 2.301
H 1.5250 -1.4614 -1.0466 -1.387 2.016 0.389
H 2.0156 1.3807 -0.1605 1.152 -1.125 0.166
H 2.7750 -0.1979 0.4931 -1.071 0.785 0.359
H 0.8090 1.9264 1.4027 -0.595 -0.914 -0.866
H 0.8571 0.5770 2.3043 0.023 -1.217 0.528
H -0.8312 -0.6006 1.2202 -0.233 -1.081 0.494
H -1.7028 2.0670 0.1175 0.690 0.142 -0.113

=====

18
Properties=species:S:1:pos:R:3:forces:R:3 method="wB97M-V/def2-TZVPD" lumo_ev="-0.151 / -0.152" total_charge=0 e_tot_ev=-14896.8692 smiles="C=C(C)c1nonc1NC=O" homo_ha="-0.3586 / -0.3586" mol_weight_g_mol=153.1
C -0.6972 -0.7739 0.7989 -0.698 1.303 -0.764
C -0.6161 0.4181 0.2255 1.090 -0.163 -0.822
C -1.8323 0.9200 -0.4598 -0.943 3.124 -1.572
C 0.6867 1.1417 0.0952 -0.671 3.329 -0.440
N 0.6818 2.5621 0.0393 0.674 -4.776 0.930
O 1.9689 2.8931 0.1141 0.461 -0.473 -0.781
N 2.8425 1.8416 0.0597 -2.103 -2.576 -0.161
C 2.0432 0.6948 0.0050 0.501 3.523 1.146
N 2.5573 -0.5925 0.0223 -1.088 -1.595 -0.256
C 3.8740 -0.9016 -0.0754 2.891 -0.359 1.035
O 4.3229 -2.0438 -0.1801 -1.248 1.931 -0.039
H 0.0532 -1.2799 1.2716 2.050 -1.009 1.214
H -1.6339 -1.2443 0.7928 -1.134 -0.722 0.064
H -2.2254 1.9228 -0.0278 0.389 -1.858 0.019
H -1.6064 1.3970 -1.5186 -0.290 -1.710 1.682
H -2.6169 0.1149 -0.4648 0.665 1.176 -0.237
H 1.9923 -1.4817 0.0711 0.188 1.847 -0.298
H 4.5513 -0.0012 0.1402 -0.734 -0.992 -0.724